Record 1
ORCA calculation (ωB97M-V/def2-TZVPD) on a 6-piece molecular cluster, C11H32Cl2O5 overall.

The geometry in XYZ format:
```
50
Properties=species:S:1:pos:R:3
H 10.597 13.008 9.344
Cl 11.212 8.413 10.328
H 15.544 7.408 12.266
O 7.850 8.032 8.070
C 12.161 9.234 6.333
C 11.085 14.725 8.012
Cl 8.931 10.204 10.909
H 13.914 10.164 8.900
H 15.365 9.120 10.621
H 12.139 8.298 5.786
C 7.059 6.796 8.211
H 7.264 8.795 7.894
H 8.421 5.835 9.589
H 10.716 10.493 9.395
C 15.559 7.114 11.256
O 12.375 10.780 13.276
H 12.987 8.301 8.035
C 10.057 9.626 9.752
H 14.205 8.837 6.890
H 7.185 4.843 8.867
C 13.266 9.070 7.365
C 7.905 5.665 8.694
H 12.334 13.442 9.228
H 6.243 7.012 8.906
C 11.384 13.330 8.641
H 11.546 9.574 15.815
H 9.902 9.239 15.204
H 10.521 10.029 12.882
H 15.207 7.936 9.323
H 11.775 14.865 7.230
H 17.276 6.496 11.757
O 11.527 12.265 7.678
H 10.610 11.270 14.077
C 14.974 8.134 10.334
H 12.892 11.092 14.036
O 13.372 10.292 8.095
C 10.947 9.305 14.898
O 16.970 6.977 10.972
H 11.345 15.428 8.817
H 6.657 6.529 7.229
H 15.075 6.134 11.126
H 9.500 9.122 8.954
C 11.061 10.362 13.736
H 13.872 8.230 10.367
H 12.278 11.689 7.954
H 11.249 9.227 6.921
H 12.307 10.056 5.654
H 10.010 14.715 7.683
H 8.638 5.506 7.952
H 11.272 8.333 14.590
```

For the calculated total energy, the calculation gives -1734.7949 a.u. Its SMILES is ClCCl.CCO.CCO.CCO.CCO.CCO. The multiplicity is 1.



Record 2
ORCA calculation (ωB97M-V/def2-TZVPD) on the molecule C6H10N2O.

The geometry in XYZ format:
```
19
Properties=species:S:1:pos:R:3
N -0.888 -0.741 -2.420
C -0.246 -0.317 -1.285
H -0.958 0.928 2.657
C 2.063 -1.042 -0.067
H 2.495 -1.736 -0.800
C -0.373 0.255 2.025
H 2.740 -0.185 0.004
H 2.030 -1.547 0.901
H -0.385 1.791 -1.121
C 0.752 -0.629 -0.534
H -1.873 -0.499 -2.406
H 0.481 -0.081 2.613
O 0.995 1.887 0.939
N -2.111 0.831 -0.303
H -1.000 -0.585 1.731
C -0.789 0.939 -0.559
H -2.368 1.409 0.497
C 0.158 1.016 0.822
H -0.720 -1.696 -2.696
```

For the calculated total energy, the calculation gives -419.1915 a.u. The multiplicity is 1. The calculation puts the energy above the lowest of the compared OMol25 structures with the same formula, charge and spin at 122.38 kcal/mol.



Question: Among the records above, which one has the highest calculated total energy?
Answer: C6H10N2O



Question: Which formula does entry 1 have?
Answer: C11H32Cl2O5